# 1
# C16H29IN3O13P3S

4 unconnected molecules or ions with the total composition C16H29IN3O13P3S (wB97M-V/def2-TZVPD, OMol25).

XYZ file:
```
66
Properties=species:S:1:pos:R:3:forces:R:3
N 3.414 5.330 -0.651 -8.0 2.6 -9.0
C 2.521 5.644 -1.558 4.4 -0.8 5.1
O 1.447 6.170 -2.465 1.4 -2.1 4.8
C 0.190 6.021 -1.658 -2.6 1.2 1.8
C -0.523 7.371 -1.023 -0.3 -4.5 -0.2
C -1.899 7.177 -0.105 1.7 -4.5 -1.7
C -2.445 5.613 0.120 2.6 2.2 -1.7
I -4.233 5.263 1.358 1.7 0.3 -1.2
C -1.713 4.311 -0.557 2.2 -1.5 -1.5
N -2.002 2.828 -0.504 3.1 3.9 -1.8
S -0.755 1.993 -1.464 -0.8 4.4 0.9
N 0.306 3.268 -2.086 -5.3 2.7 4.2
C -0.362 4.487 -1.469 0.1 0.9 -0.1
H -0.035 8.438 -1.240 -1.2 -2.7 0.6
H -2.427 8.125 0.352 1.1 -2.4 -0.9
C -0.954 -4.060 -0.449 -0.4 -0.8 -0.8
O 0.270 -3.359 -0.280 3.7 1.2 1.2
P 0.807 -2.298 -1.538 -9.6 -0.3 -3.3
O -0.519 -1.532 -1.491 1.7 0.4 0.6
O 0.698 -3.533 -2.630 1.2 0.4 0.2
C 1.621 -4.600 -2.507 0.1 -0.6 -0.1
O 1.344 -1.238 -2.795 2.0 -0.5 2.5
C 2.605 -1.521 -3.362 0.6 0.0 -0.5
H -1.592 -3.864 0.413 0.2 0.2 0.0
H -1.486 -3.783 -1.362 0.1 0.1 0.2
H -0.735 -5.131 -0.483 -0.1 0.1 0.0
H 1.068 -5.543 -2.502 0.1 0.1 0.0
H 2.208 -4.527 -1.586 -0.1 -0.2 0.0
H 2.299 -4.594 -3.364 0.0 0.0 0.0
H 2.499 -2.273 -4.145 0.1 -0.1 0.0
H 3.304 -1.870 -2.595 0.2 0.1 -0.3
H 3.001 -0.608 -3.812 0.0 0.0 0.1
C 3.689 5.504 1.983 0.7 -0.5 -0.1
O 3.285 5.710 3.329 -1.8 -0.2 3.6
P 4.410 6.409 4.442 5.0 3.2 -8.2
O 4.614 7.613 3.517 -0.9 -0.3 1.6
O 5.510 5.233 4.074 -0.4 -0.1 1.2
C 5.219 3.910 4.488 0.1 -0.5 -0.1
O 5.535 7.107 5.555 -2.8 -1.1 1.2
C 5.852 6.340 6.697 0.3 -0.2 0.6
H 2.964 5.980 1.321 0.0 0.1 0.6
H 4.686 5.896 1.768 -0.2 0.0 0.1
H 3.687 4.428 1.784 0.0 0.1 -0.1
H 5.326 3.243 3.629 -0.1 0.0 0.1
H 4.203 3.822 4.883 0.1 -0.2 -0.1
H 5.930 3.607 5.260 0.0 0.0 0.0
H 6.645 5.630 6.457 0.0 -0.1 0.0
H 4.967 5.808 7.062 0.3 0.0 0.3
H 6.213 7.008 7.481 -0.1 0.0 -0.1
C -5.113 -4.563 -2.155 0.1 -0.3 -0.9
O -5.663 -5.314 -1.082 -2.4 -1.4 2.6
P -4.922 -6.815 -0.645 8.2 3.2 -5.0
O -3.566 -6.123 -0.470 -1.3 -0.6 1.1
O -5.078 -7.348 -2.200 -0.7 -0.6 0.8
C -6.386 -7.607 -2.676 -0.4 -0.1 -0.5
O -4.181 -8.316 -0.208 -2.8 0.8 1.5
C -5.000 -9.464 -0.266 -0.2 -0.7 0.0
H -4.910 -3.549 -1.806 0.0 -0.1 0.3
H -4.194 -4.997 -2.557 -0.1 0.1 0.2
H -5.856 -4.513 -2.956 0.0 0.0 0.0
H -6.523 -7.082 -3.626 0.0 0.0 0.1
H -7.150 -7.268 -1.970 0.0 0.0 -0.2
H -6.506 -8.679 -2.846 0.0 0.0 0.0
H -5.017 -9.855 -1.284 -0.1 0.0 -0.1
H -6.017 -9.230 0.066 0.1 -0.4 0.0
H -4.580 -10.229 0.390 -0.1 0.1 0.0
```
Forces are in eV/Å.

## Properties
* energy: -3488.59759 Eh
* molecular weight: 723.3 g/mol
* Kohn-Sham gap: 5.36 eV
* total charge: 0
* HOMO: -8.5 eV
* E_LUMO: -3.149 eV

# 2
# C33H58HoN13S

A molecular structure, C33H58HoN13S (wB97M-V/def2-TZVPD, OMol25).

XYZ file:
```
106
Properties=species:S:1:pos:R:3:forces:R:3
Ho 0.108 -0.332 0.095 1.1 0.3 -0.8
C -5.268 -2.325 -1.056 0.0 -0.2 0.5
N -4.004 -2.444 -0.297 -0.1 1.1 -1.2
C -3.852 -3.687 0.424 -0.2 -0.7 -0.4
C -2.924 -1.668 -0.736 0.2 -0.7 -1.1
N -2.156 -0.928 0.066 -1.5 -1.1 0.4
C -2.806 -0.735 1.393 -0.6 0.5 -0.3
C -1.988 0.167 2.316 0.1 -0.8 0.8
N -0.499 -0.116 2.391 0.4 0.2 0.1
C 0.176 1.038 3.065 -1.0 0.2 0.6
C 1.144 1.789 2.181 0.9 0.7 -0.6
N 0.715 1.810 0.775 -0.7 1.2 0.4
C 0.907 2.933 0.080 0.6 -0.1 -1.1
N 1.979 3.776 0.293 -0.5 -0.6 0.0
C 3.333 3.222 0.551 -0.2 0.4 0.7
C 1.918 5.221 0.067 -0.3 0.7 0.3
N 0.103 3.203 -1.011 -0.5 -0.4 0.7
C -1.354 2.876 -1.003 1.4 0.3 1.3
C 0.595 3.841 -2.217 -0.3 0.5 0.0
C -0.142 -1.391 3.130 -1.7 0.0 -0.9
C -0.082 -2.619 2.185 0.5 0.7 0.6
N 0.726 -2.346 0.994 0.5 -0.8 -0.6
C 1.606 -3.267 0.528 -0.1 0.2 0.4
N 1.757 -3.467 -0.812 1.2 0.4 0.1
C 3.118 -3.537 -1.412 -0.8 -0.4 -0.2
C 0.736 -3.279 -1.828 -1.0 -0.3 0.5
N 2.409 -4.013 1.363 -1.1 1.6 -0.8
C 2.943 -5.291 1.007 -0.4 -2.0 0.0
C 2.820 -3.475 2.648 -0.5 -0.4 0.7
N -2.659 -1.700 -2.093 0.0 0.4 1.4
C -1.844 -0.618 -2.644 0.9 -1.2 -0.1
C -3.152 -2.750 -3.003 -0.7 0.4 -0.4
H -6.092 -2.098 -0.355 0.3 -0.4 -0.2
H -5.457 -3.264 -1.609 -0.2 0.5 0.3
H -5.230 -1.465 -1.725 0.1 -0.1 0.0
H -4.079 -4.578 -0.252 0.4 1.0 0.8
H -4.537 -3.740 1.273 0.0 0.0 0.0
H -2.837 -3.758 0.792 0.2 -0.2 0.1
H -3.159 -1.661 1.862 0.7 0.0 0.1
H -3.767 -0.201 1.223 0.5 -0.1 0.1
H -2.356 -0.031 3.346 -0.1 0.6 -0.4
H -2.162 1.230 2.051 0.4 -0.6 0.1
H 0.744 0.642 3.909 -0.2 0.3 0.1
H -0.622 1.702 3.477 0.7 -0.3 -0.3
H 2.126 1.291 2.234 -0.1 0.1 0.1
H 1.281 2.833 2.556 0.0 -0.8 -0.1
H 3.334 2.129 0.418 -0.1 0.5 0.3
H 3.699 3.539 1.580 -0.3 -0.5 -1.3
H 3.991 3.627 -0.231 0.0 0.0 0.4
H 0.902 5.647 0.231 0.6 -0.6 -0.1
H 2.275 5.569 -0.908 -0.1 -0.4 -0.1
H 2.585 5.733 0.774 -0.2 -0.4 0.1
H -1.951 3.746 -0.702 0.1 -0.1 -0.3
H -1.462 2.127 -0.211 -0.5 0.0 -0.4
H -1.667 2.521 -1.968 -0.1 -0.2 -0.3
H 1.671 3.936 -2.207 0.1 -0.2 0.0
H 0.156 4.828 -2.339 0.0 0.4 0.1
H 0.281 3.297 -3.103 0.1 -0.4 0.0
H -0.976 -1.528 3.838 0.5 -0.3 0.2
H 0.791 -1.236 3.662 0.1 -0.1 -0.1
H -1.089 -2.879 1.874 -0.2 -0.1 0.0
H 0.307 -3.432 2.780 0.0 -0.4 0.1
H 3.879 -3.647 -0.682 0.5 -0.1 0.8
H 3.321 -2.605 -1.921 -0.1 0.2 -0.3
H 3.204 -4.390 -2.091 -0.2 0.2 0.0
H -0.245 -3.107 -1.337 0.5 0.2 -0.3
H 0.620 -4.231 -2.362 0.1 0.2 -0.1
H 0.971 -2.500 -2.574 0.1 -0.1 0.5
H 2.381 -5.775 0.166 0.5 0.7 0.6
H 2.775 -5.962 1.885 0.3 0.4 -0.6
H 4.017 -5.289 0.769 -0.3 0.1 0.1
H 2.493 -2.437 2.733 0.2 -0.2 0.0
H 3.907 -3.525 2.724 0.0 0.0 0.1
H 2.371 -4.065 3.493 0.5 0.5 -0.7
H -2.478 0.175 -2.980 -0.3 0.7 -0.3
H -1.232 -1.033 -3.483 -0.4 0.6 0.8
H -1.192 -0.215 -1.834 -0.5 -0.2 -1.2
H -4.258 -2.663 -3.191 1.2 -0.2 0.3
H -2.897 -3.755 -2.624 -0.2 0.4 -0.2
H -2.690 -2.576 -3.988 0.0 -0.3 0.5
S -5.176 1.198 -0.612 -0.4 1.3 0.0
C -5.744 2.809 -0.404 -0.5 0.1 -0.4
N -5.636 3.530 0.731 0.9 -0.6 0.7
C -6.104 4.912 0.608 -0.2 -0.2 1.2
C -6.502 5.004 -0.864 0.8 0.4 0.1
N -6.408 3.603 -1.307 0.2 0.0 0.1
H -5.162 3.153 1.572 -0.7 0.4 -1.2
H -5.304 5.603 0.892 -0.1 0.0 -0.2
H -6.951 5.094 1.304 0.4 -0.2 -0.5
H -5.761 5.659 -1.378 -0.6 -0.5 0.0
H -7.483 5.467 -0.922 -0.1 -0.3 -0.5
H -6.664 3.348 -2.257 0.4 -0.3 0.6
N 10.095 0.610 0.185 -0.9 -0.1 -0.2
C 8.986 0.518 -0.128 1.0 0.3 -0.1
C 7.604 0.409 -0.476 -1.1 -0.6 -0.6
C 6.965 1.164 -1.482 1.2 0.1 -0.8
C 5.610 1.028 -1.747 -0.3 0.5 0.3
C 4.823 0.181 -0.955 1.0 0.3 -0.5
C 5.487 -0.608 -0.016 -1.6 -0.9 0.7
C 6.839 -0.573 0.178 0.8 0.9 0.6
C 3.412 0.096 -1.101 0.5 -0.1 0.2
C 2.205 -0.031 -1.107 -1.5 -0.4 0.0
H 7.587 1.762 -2.184 -0.5 -0.2 0.9
H 5.117 1.659 -2.497 0.4 -0.4 0.2
H 4.823 -1.227 0.622 0.7 0.1 -0.4
H 7.335 -1.185 0.928 -0.2 0.0 -0.1
```
Forces are in eV/Å.

## Properties
* energy: -3349.82566 Eh
* molecular weight: 833.9 g/mol
* Kohn-Sham gap (spin up / spin down): 8.24 / 8.33 eV
* total charge: +2
* HOMO (spin up / spin down): -12.5 / -12.5 eV
* multiplicity: 5
* E_LUMO (spin up / spin down): -4.286 / -4.195 eV

# 3
# C15H35AgN6O8

A molecular structure, C15H35AgN6O8 (wB97M-V/def2-TZVPD, OMol25).

XYZ file:
```
65
Properties=species:S:1:pos:R:3:forces:R:3
Ag 0.614 0.507 0.364 0.6 0.4 0.7
N 3.703 -0.747 1.568 0.8 1.9 1.6
O 2.547 -0.319 1.537 -1.9 0.8 -0.9
O 4.671 -0.011 1.512 1.3 2.7 -1.3
O 3.918 -1.869 1.875 -0.1 -5.5 0.4
C 3.777 2.780 -1.019 -0.9 0.7 0.5
C 2.372 3.403 -0.969 2.1 -2.9 -0.6
O 1.457 2.634 -0.736 -1.4 0.6 0.1
N 2.213 4.667 -1.328 -0.4 1.7 -0.4
C 3.216 5.675 -1.715 -1.3 0.5 0.0
H 4.025 2.518 -2.048 0.2 0.4 -0.1
H 3.725 1.838 -0.474 0.2 0.2 0.3
H 4.450 3.502 -0.557 0.6 -0.4 -0.2
H 1.233 4.905 -1.377 0.1 0.3 0.0
H 2.670 6.574 -2.001 -0.4 -0.1 0.0
H 3.742 5.447 -2.642 0.5 -0.5 0.5
H 3.784 6.059 -0.868 0.6 -0.7 -0.2
C -0.824 -3.840 2.244 0.1 -0.1 -0.1
C -0.991 -2.718 1.159 2.3 0.1 4.0
O -0.501 -1.610 1.284 0.1 0.1 1.1
N -1.557 -3.020 0.058 -2.5 -2.6 -4.3
C -2.258 -4.270 -0.298 -1.1 1.1 0.2
H 0.139 -4.328 2.100 0.5 0.6 0.0
H -1.447 -4.734 2.238 -0.7 0.4 -0.5
H -0.873 -3.474 3.270 0.2 0.4 -0.3
H -1.563 -2.286 -0.637 0.2 0.1 0.1
H -2.896 -4.582 0.529 0.4 -0.3 0.2
H -1.708 -5.115 -0.711 0.5 0.3 0.2
H -3.008 -3.967 -1.029 0.1 -0.1 -0.4
C -0.644 1.501 4.739 -0.6 -0.3 -0.4
C -0.814 1.439 3.205 2.0 -0.3 1.2
O 0.187 1.539 2.501 -0.6 0.5 -0.1
N -2.021 1.138 2.709 -0.9 -0.2 1.0
C -3.212 0.784 3.511 -0.3 0.3 -1.5
H -1.469 0.910 5.136 0.2 0.2 0.6
H -0.640 2.500 5.175 -0.4 0.2 -0.4
H 0.301 1.078 5.080 0.0 -0.2 -0.6
H -2.029 1.045 1.704 -0.1 -0.3 -0.2
H -3.667 1.666 3.961 0.2 -0.1 0.3
H -3.141 -0.049 4.210 0.6 0.2 0.1
H -3.953 0.424 2.798 -0.1 0.1 -0.2
C -3.977 -0.092 -0.488 -0.6 1.2 0.0
C -2.691 0.523 -1.003 2.1 -0.7 1.4
O -1.685 0.596 -0.281 -1.6 0.1 0.0
N -2.638 0.938 -2.258 -0.5 0.1 -1.7
C -1.447 1.492 -2.954 -0.5 0.2 1.0
H -4.549 -0.678 -1.208 0.5 -0.5 0.1
H -4.657 0.745 -0.328 -0.1 0.3 0.2
H -3.848 -0.519 0.506 0.2 -0.4 -0.4
H -3.506 0.793 -2.753 0.3 0.2 -0.4
H -0.659 1.630 -2.214 -0.1 -0.2 0.1
H -1.700 2.484 -3.329 0.0 -0.1 -0.2
H -1.061 0.844 -3.740 -0.3 0.0 0.0
C 1.121 -1.319 -3.758 -0.1 0.0 -1.0
C 1.364 -1.561 -2.272 -1.4 0.9 -1.7
O 0.887 -0.790 -1.466 -0.3 0.4 0.0
N 1.911 -2.708 -1.982 1.5 -1.8 1.2
C 2.059 -3.185 -0.573 -0.5 0.6 -0.5
H 1.540 -2.031 -4.470 0.7 -0.1 0.3
H 1.398 -0.320 -4.096 0.1 0.0 0.3
H 0.070 -1.453 -4.012 -0.3 0.3 0.6
H 2.366 -3.174 -2.754 -0.1 -0.2 0.4
H 3.032 -3.635 -0.379 -0.2 -0.1 -0.2
H 1.207 -3.830 -0.359 0.3 -0.5 0.0
H 1.932 -2.347 0.112 0.3 0.2 -0.2
```
Forces are in eV/Å.

## Properties
* energy: -1669.85887 Eh
* molecular weight: 535.3 g/mol
* Kohn-Sham gap: 6.64 eV
* total charge: 0
* HOMO: -6.5 eV
* ΔE to the lowest compared entry with this formula, charge and spin: 1.481 eV
* E_LUMO: 0.109 eV